This record from the Open Molecules 2025 dataset describes an isolated molecule of C3H5N3O. The level of theory is ωB97M-V/def2-TZVPD.

```
12
Properties=species:S:1:pos:R:3:forces:R:3:nbo_charge:R:1
N -0.381163 -0.147780 1.907638 0.1 0.3 0.2 -0.819
C -0.960596 -0.188417 0.613041 0.1 0.0 -0.1 0.471
N -0.849774 0.912085 -0.145377 0.4 -0.2 0.1 -0.528
C 0.111741 0.552260 -1.007929 0.1 -0.2 -0.2 0.414
O 0.620051 1.400183 -1.912579 -0.1 0.2 -0.2 -0.657
C 0.551637 -0.750695 -0.809231 -0.4 -0.2 -1.0 -0.226
N -0.413485 -1.293527 0.025474 0.4 0.1 0.3 -0.507
H -0.508483 0.787948 2.283237 -0.2 -0.1 0.2 0.374
H 0.606189 -0.144815 1.493099 -0.6 0.2 1.4 0.347
H 0.193382 2.254338 -1.758629 0.1 0.0 0.0 0.493
H 1.284085 -1.318219 -1.349449 -0.2 -0.1 -0.3 0.228
H -0.253584 -2.063361 0.660704 0.2 0.0 -0.2 0.410
```
Forces are in eV/Å.

- Kohn-Sham gap (spin up / spin down): 8.50 / 8.50 eV
- DFT total energy: -9707.5824 eV
- SMILES: Nc1nc(O)c[nH]1
- Energy above the lowest of the compared OMol25 structures with the same formula, charge and spin: 69.2 kcal/mol

This record from the Open Molecules 2025 dataset describes an isolated molecule of C19H20N2O3. The level of theory is ωB97M-V/def2-TZVPD.

```
44
Properties=species:S:1:pos:R:3:forces:R:3:nbo_charge:R:1
C 2.829792 3.695170 -0.394397 -0.3 -0.3 0.2 -0.624
C 2.370232 2.446589 0.334232 0.5 -0.2 -0.1 -0.067
H 2.825095 2.378141 1.329250 -0.1 0.0 -0.1 0.179
H 2.622975 1.540457 -0.225962 0.0 0.2 0.1 0.204
O 0.951219 2.508560 0.485151 -0.3 0.2 0.0 -0.531
C 0.324424 1.327262 0.676961 0.3 0.0 -0.1 0.885
O 0.879703 0.263868 0.738597 0.1 0.0 0.0 -0.625
N -1.017941 1.584257 0.764103 0.0 0.6 0.2 -0.476
N -2.105301 0.772419 0.793558 -0.5 0.0 -0.1 -0.237
C -2.129111 -0.439425 1.170040 -0.1 0.0 0.0 0.074
C -1.099010 -1.271233 1.809324 0.1 -0.2 0.1 -0.209
C -0.530568 -0.741799 2.971400 -0.1 -0.2 0.1 -0.146
C 0.402003 -1.432972 3.711789 0.0 0.1 0.1 -0.243
C 0.806675 -2.688080 3.285565 0.0 0.0 -0.1 -0.185
C 0.267298 -3.226183 2.139206 -0.1 0.0 -0.1 -0.272
C -0.692546 -2.542500 1.387840 0.1 0.1 0.3 0.401
O -1.092104 -3.242091 0.286512 0.2 -0.1 0.0 -0.510
C -2.042854 -2.752101 -0.632672 -0.2 0.0 -0.2 -0.096
C -1.642141 -1.500439 -1.359190 0.4 -0.3 -0.2 -0.209
C -0.376437 -1.132847 -1.538896 -0.4 -0.4 0.1 -0.188
C 0.081935 0.074206 -2.209784 0.2 0.4 -0.3 -0.081
C 1.430862 0.186371 -2.549741 -0.2 0.0 0.0 -0.187
C 1.916636 1.323916 -3.165199 0.1 0.1 -0.1 -0.218
C 1.065134 2.380226 -3.445051 0.0 0.0 -0.1 -0.224
C -0.273958 2.288467 -3.101615 0.0 0.1 -0.1 -0.227
C -0.762589 1.148599 -2.492925 0.0 -0.1 0.0 -0.151
H -1.804686 1.099324 -2.215169 -0.1 0.0 0.1 0.205
H -0.940225 3.114135 -3.307445 -0.1 0.1 0.0 0.212
H 1.442862 3.271711 -3.925015 0.0 0.1 0.0 0.213
H 2.964270 1.391975 -3.422119 0.1 0.0 0.0 0.214
H 2.099367 -0.631782 -2.323244 0.1 -0.1 0.1 0.214
H 0.409727 -1.757109 -1.134407 0.0 -0.1 0.1 0.218
H -2.466445 -0.930298 -1.762191 -0.1 0.2 -0.1 0.207
H -3.021262 -2.624201 -0.152520 0.1 0.0 0.0 0.176
H -2.143902 -3.572687 -1.356790 -0.1 0.2 0.2 0.210
H 0.573672 -4.197452 1.782268 0.0 -0.1 0.0 0.222
H 1.545261 -3.243380 3.844070 0.1 -0.1 0.0 0.213
H 0.815350 -0.996019 4.607957 0.0 0.0 0.1 0.213
H -0.855504 0.237812 3.294652 0.0 0.1 0.0 0.212
H -3.125642 -0.861644 1.089729 0.0 0.0 0.0 0.191
H -1.277296 2.534783 0.527963 0.1 -0.3 0.0 0.404
H 2.547786 4.581533 0.167225 0.0 0.1 0.0 0.210
H 3.909597 3.673281 -0.507893 0.1 0.0 0.0 0.214
H 2.366902 3.740064 -1.376449 0.0 0.0 -0.1 0.218
```
Forces are in eV/Å.

- Kohn-Sham gap: 8.93 eV
- DFT total energy: -29148.7497 eV
- SMILES: CCOC(=O)N/N=C\c1ccccc1OC/C=C/c1ccccc1
- Energy above the lowest of the compared OMol25 structures with the same formula, charge and spin: 82.3 kcal/mol

This record from the Open Molecules 2025 dataset describes a structure of composition C53H37Cl4N5O8PS2Ti. The level of theory is ωB97M-V/def2-TZVPD.

```
111
Properties=species:S:1:pos:R:3:forces:R:3:lowdin_charge:R:1
Ti 0.306355 -0.572375 0.871530 0.4 1.0 1.5 1.148
O -1.584487 -0.659188 0.071898 0.1 0.2 -0.1 -0.555
S -2.305625 0.685880 0.000871 -0.4 -0.5 -0.1 0.845
O -3.135040 0.434891 -1.495587 -0.1 -0.1 -0.2 -0.292
O -1.306523 1.692899 -0.315728 0.3 0.6 -0.1 -0.437
C -2.317421 0.157830 -2.555637 0.0 0.1 -0.1 -0.366
C -1.722162 1.213754 -3.242483 -0.1 0.0 0.1 -0.019
C -0.868670 0.967697 -4.302228 0.0 0.0 -0.1 -0.089
C -0.591791 -0.340691 -4.675781 0.0 0.0 0.0 -0.086
C -1.206222 -1.386927 -4.005571 0.0 0.1 0.0 -0.095
C -2.089782 -1.159208 -2.951545 0.0 -0.1 -0.1 -0.291
P -3.026615 -2.494051 -2.111588 -0.2 0.1 0.3 1.147
C -1.971177 -3.933123 -2.503378 0.1 0.0 0.0 -0.380
C -2.429733 -5.085528 -3.132312 0.0 0.0 0.0 -0.101
C -1.595807 -6.185442 -3.288308 0.0 -0.1 0.0 -0.103
C -0.291635 -6.143477 -2.825051 0.0 0.0 0.0 -0.095
C 0.176547 -4.997266 -2.193377 0.0 0.0 0.0 -0.067
C -0.659046 -3.907815 -2.022502 0.0 0.0 0.0 -0.081
C -4.397828 -2.698540 -3.329714 0.1 0.0 -0.2 -0.369
C -4.208637 -2.764618 -4.711607 0.0 0.0 0.0 -0.091
C -5.285158 -2.895710 -5.571267 0.0 0.0 0.0 -0.093
C -6.577002 -2.958898 -5.061631 0.0 0.0 -0.1 -0.110
C -6.779921 -2.889390 -3.695373 -0.1 0.0 0.1 -0.101
C -5.694720 -2.759282 -2.836900 0.0 0.0 0.0 -0.105
H -1.930056 2.216863 -2.896733 0.0 0.0 0.0 0.118
H -0.393777 1.796426 -4.817073 0.0 0.0 0.0 0.100
H 0.106695 -0.550653 -5.475221 0.0 0.0 0.0 0.100
H -0.980651 -2.403515 -4.299020 0.0 -0.1 0.0 0.104
H -3.445325 -5.131599 -3.504738 0.0 0.0 0.0 0.094
H -1.971553 -7.076737 -3.777745 0.0 0.0 0.0 0.092
H 0.361257 -6.998075 -2.949424 0.0 0.0 0.0 0.095
H 1.191392 -4.946541 -1.824518 0.0 0.0 0.0 0.058
H -0.278499 -3.023258 -1.522132 0.0 0.0 0.0 0.103
H -3.205147 -2.706363 -5.113368 0.0 0.0 0.0 0.098
H -5.118640 -2.943582 -6.640473 0.0 0.0 0.0 0.096
H -7.421322 -3.055274 -5.733463 0.0 0.0 0.0 0.092
H -7.783194 -2.930375 -3.289279 0.0 0.0 0.0 0.095
H -5.852395 -2.697420 -1.767406 0.0 0.0 0.0 0.096
Cl 2.597423 -6.967813 1.548582 0.0 0.0 0.0 0.622
C 1.708515 -5.494704 1.754858 0.0 -0.1 0.0 -0.709
C 0.719941 -5.406181 2.722934 0.0 0.0 0.0 -0.710
Cl 0.358328 -6.765186 3.733589 0.0 0.0 0.0 0.624
C 0.009202 -4.213204 2.900303 0.1 0.2 -0.2 -0.607
Cl -1.207511 -4.044314 4.111670 0.0 0.0 0.0 0.693
C 0.288243 -3.124485 2.084564 0.0 -0.2 0.1 -0.375
O -0.272007 -1.942377 2.151682 -0.1 0.1 -0.1 -0.172
C 1.275487 -3.225845 1.082831 0.0 -0.1 0.0 -0.365
O 1.405877 -2.134643 0.368230 -0.1 0.0 -0.4 -0.171
C 2.000031 -4.399058 0.935881 -0.1 0.2 0.0 -0.608
Cl 3.253284 -4.457902 -0.251286 0.1 0.0 0.0 0.707
C 2.228420 0.375829 6.094693 0.0 -0.1 0.1 -0.117
C 2.105602 -0.843699 5.434107 0.0 0.1 0.0 -0.095
C 1.934160 -0.885501 4.062941 0.1 0.0 0.1 -0.017
C 1.878538 0.302243 3.326555 0.0 -0.1 -0.3 -0.248
C 2.055991 1.520367 3.982105 0.0 0.0 0.0 -0.033
C 2.209781 1.551205 5.359363 0.0 0.0 0.0 -0.092
N 1.638391 0.229588 1.948074 0.2 -0.4 0.1 -0.148
N 1.485994 1.462839 1.279029 -0.7 -0.7 -0.3 -0.046
C 2.602553 1.859635 0.573757 0.2 0.3 0.0 -0.245
C 2.898019 3.245065 0.648564 0.0 -0.2 0.0 -0.023
C 4.016329 3.814494 0.082908 0.0 0.1 0.0 -0.101
C 4.936162 3.034151 -0.613043 0.0 -0.1 0.0 -0.104
C 4.647361 1.692699 -0.788150 0.0 0.2 0.0 -0.040
C 3.498592 1.145069 -0.241479 -0.1 0.0 -0.1 -0.217
H 2.337241 0.408190 7.171862 0.0 0.0 0.0 0.086
H 2.128795 -1.774682 5.987542 0.0 0.0 0.0 0.095
H 1.840132 -1.835838 3.555917 0.0 0.0 0.0 0.101
H 2.038376 2.437062 3.411058 0.0 0.0 0.0 0.094
H 2.292186 2.510573 5.855382 0.0 0.0 0.0 0.101
H 2.200211 3.841962 1.221033 0.0 0.0 0.0 0.109
H 4.186914 4.877127 0.209124 0.0 0.0 0.0 0.095
H 5.837201 3.464062 -1.028139 0.0 0.0 0.0 0.089
H 5.276780 1.051721 -1.392224 0.0 0.0 0.0 0.120
C 2.409598 4.832233 -5.041872 0.0 0.0 0.0 -0.054
C 2.314560 3.557787 -4.249781 0.0 0.0 0.0 -0.268
C 3.103145 2.458085 -4.582818 -0.1 0.1 0.0 -0.037
C 3.044442 1.295566 -3.833596 -0.2 0.1 0.1 -0.039
C 2.184211 1.247746 -2.745286 0.1 -0.1 -0.2 -0.263
C 1.368635 2.316691 -2.399778 0.1 0.0 0.0 -0.032
C 1.448685 3.469617 -3.161539 0.1 0.0 0.0 -0.019
S 2.078537 -0.243394 -1.823222 -0.1 0.0 -0.2 0.686
O 0.805980 -0.147861 -1.142443 -0.3 -0.1 -0.1 -0.344
O 2.336784 -1.372222 -2.650539 0.1 0.1 0.1 -0.223
O 3.203493 -0.164124 -0.731078 0.3 0.0 0.2 -0.145
H 2.915296 4.670383 -5.993283 0.0 0.0 0.0 0.070
H 2.971697 5.587410 -4.487795 0.0 0.0 0.0 0.083
H 1.421561 5.246203 -5.244977 0.0 0.0 0.0 0.077
H 3.766422 2.515628 -5.436895 0.0 0.0 0.0 0.107
H 3.641650 0.434002 -4.093366 0.0 -0.1 0.0 0.119
H 0.678232 2.228425 -1.569252 -0.1 0.0 0.0 0.107
H 0.822111 4.313251 -2.903248 0.0 0.1 0.0 0.123
N -0.644948 7.644577 8.023343 0.0 0.0 0.0 0.046
C -0.740307 6.683211 7.371252 0.0 0.2 0.1 -0.303
C -0.857161 5.531815 6.591084 0.0 -0.1 -0.1 -0.297
C -0.393281 5.492522 5.239558 0.0 0.0 -0.1 -0.085
C -0.525723 4.371542 4.470177 0.1 0.1 0.0 -0.064
C -1.129993 3.201147 4.993525 0.0 -0.1 -0.1 -0.220
C -1.573401 3.216098 6.332670 0.0 0.1 0.2 -0.069
C -1.443764 4.333904 7.108746 -0.1 -0.1 0.0 -0.088
N -1.282687 2.044107 4.194772 0.1 0.1 -0.2 -0.002
C -1.876797 0.853050 4.561824 0.0 -0.1 0.0 -0.041
C -1.746524 0.009695 3.499477 -0.1 -0.2 0.1 -0.127
N -1.089717 0.642253 2.481575 0.4 -0.2 0.0 -0.031
C -0.828345 1.862492 2.936158 -0.1 0.2 -0.1 -0.158
H 0.079160 6.370594 4.816765 0.0 0.0 0.0 0.093
H -0.148638 4.393179 3.457210 0.0 0.0 -0.1 0.086
H -2.003116 2.327935 6.774359 0.0 0.0 0.0 0.081
H -1.780519 4.310380 8.137900 0.0 0.0 0.0 0.091
H -2.300195 0.705692 5.534940 -0.1 -0.1 0.0 0.096
H -2.057054 -1.016616 3.411188 0.0 0.0 0.0 0.091
H -0.299311 2.597188 2.363309 0.0 0.0 0.0 0.106
```
Forces are in eV/Å.

- Multiplicity: 2
- Kohn-Sham gap (spin up / spin down): 2.92 / 6.19 eV
- <S²>: 0.77
- Net charge: -2
- DFT total energy: -183560.8380 eV
- Energy above the lowest of the compared OMol25 structures with the same formula, charge and spin: 0.0 kcal/mol

This record from the Open Molecules 2025 dataset describes a structure of composition C5H11AlNP. The level of theory is ωB97M-V/def2-TZVPD.

```
19
Properties=species:S:1:pos:R:3:forces:R:3:nbo_charge:R:1
C 0.714114 -0.760244 -1.526100 1.2 1.9 1.7 -0.465
C -0.363111 0.079967 -1.912806 -1.5 1.5 -0.7 -0.362
C -0.384279 1.407541 -1.319251 2.4 -2.3 -0.9 -0.471
C 0.888128 1.557692 -0.650814 -1.2 2.3 0.4 -0.414
C 1.693607 0.372568 -0.637536 -1.3 -1.6 -1.2 -0.493
Al -0.116807 -0.077392 0.318165 0.5 0.3 0.3 1.019
P 0.727084 -1.637083 1.633293 -1.6 -1.7 1.1 -0.019
H 0.893945 -1.794465 -1.937877 0.1 1.5 0.8 0.265
H -1.229463 -0.209039 -2.508094 0.4 -0.4 0.1 0.238
H -1.123819 2.164138 -1.491048 -0.1 0.2 0.0 0.254
H 2.736007 0.388899 -0.261817 -0.9 -0.5 -0.5 0.257
H 1.027704 2.556151 -0.122555 0.5 -1.7 -0.6 0.260
H 1.939715 -1.385225 2.211646 0.9 -0.2 0.8 -0.003
H 0.834948 -2.983268 1.040976 0.4 0.2 0.5 -0.051
H -0.174434 -1.934218 2.789473 1.3 0.2 -1.2 0.048
N -1.819672 0.432870 1.156265 -0.8 0.8 -3.5 -1.305
H -2.590618 -0.297539 1.270511 0.9 1.2 -0.1 0.414
H -1.882130 0.967293 0.033981 -0.8 -1.2 3.8 0.400
H -1.770915 1.151352 1.913587 -0.1 -0.5 -0.6 0.426
```
Forces are in eV/Å.

- Kohn-Sham gap (spin up / spin down): 4.05 / 4.25 eV
- DFT total energy: -22731.8789 eV
- Energy above the lowest of the compared OMol25 structures with the same formula, charge and spin: 78.5 kcal/mol

This record from the Open Molecules 2025 dataset describes a structure of composition C15H13BF2O3Re. The level of theory is ωB97M-V/def2-TZVPD.

```
35
Properties=species:S:1:pos:R:3:forces:R:3:nbo_charge:R:1
Re -0.171302 -0.311451 -3.207318 -0.7 0.0 0.0 0.804
O -0.483892 0.482675 -1.118720 0.0 -0.1 0.1 -0.732
C 0.265677 -0.194407 -0.068246 0.0 0.2 0.2 0.072
C 0.991194 -1.378285 -0.721218 -0.1 0.1 -0.3 0.780
O 1.658606 -2.130050 -0.076007 0.0 -0.1 -0.1 -0.552
O 0.836521 -1.469873 -2.049484 0.2 -0.1 0.4 -0.707
C 1.316710 0.761080 0.485171 0.0 0.0 -0.1 -0.074
C 2.087858 0.369061 1.576566 0.0 -0.1 0.0 -0.190
C 3.057006 1.216924 2.081024 0.0 0.0 0.0 -0.203
C 3.268533 2.463292 1.501852 0.0 0.0 0.0 -0.205
C 2.507081 2.852464 0.414415 0.0 0.0 0.0 -0.224
C 1.531406 2.002479 -0.096997 0.0 0.0 0.0 -0.158
C -0.733976 -0.667123 0.968866 0.0 0.0 0.0 0.001
C -1.148211 0.209149 1.968699 0.0 0.0 0.0 -0.218
C -2.145255 -0.169415 2.856197 0.0 0.0 0.0 -0.211
C -2.729312 -1.422913 2.750140 0.0 0.0 0.0 -0.192
C -2.320714 -2.296252 1.752169 0.0 0.0 0.0 -0.202
C -1.328618 -1.920090 0.861336 0.0 0.0 0.0 -0.195
H -1.398319 0.574181 -0.819115 0.0 0.0 -0.1 0.530
H 1.929227 -0.604252 2.021758 0.0 0.0 0.0 0.237
H 3.650857 0.904281 2.929942 0.0 0.0 0.0 0.218
H 4.026742 3.125787 1.898987 0.0 0.0 0.0 0.216
H 2.666498 3.820068 -0.043517 0.0 0.0 0.0 0.216
H 0.936995 2.311867 -0.944748 0.0 0.0 0.0 0.216
H -0.681527 1.182436 2.060849 0.0 0.0 0.0 0.228
H -2.459606 0.514754 3.633403 0.0 0.0 0.0 0.219
H -3.503950 -1.720078 3.445124 0.0 0.0 0.0 0.219
H -2.777599 -3.272694 1.662449 0.0 0.0 0.0 0.222
H -1.026146 -2.609667 0.083935 0.0 0.0 0.0 0.228
C 0.126043 -0.043647 -4.983342 0.4 -0.2 -0.2 -0.665
H -0.657440 0.738332 -5.145739 -0.1 0.0 0.2 0.221
H 0.750719 -0.243497 -5.843556 -0.1 0.1 -0.1 0.231
F -2.782061 -1.413124 -2.199549 0.1 0.0 0.1 -0.529
B -2.206125 -0.878052 -3.301333 0.2 0.1 -0.2 0.916
F -3.053622 -0.783962 -4.333994 0.1 0.0 0.0 -0.515
```
Forces are in eV/Å.

- Multiplicity: 2
- Kohn-Sham gap (spin up / spin down): 8.52 / 7.63 eV
- <S²>: 0.76
- DFT total energy: -30150.5733 eV
- Energy above the lowest of the compared OMol25 structures with the same formula, charge and spin: 1.9 kcal/mol